A.
Formula: C49H45AsCl2KN6O7S4
Source: the Open Molecules 2025 dataset
Level of theory: wB97M-V/def2-TZVPD

Geometry as ORCA input:
```
! wB97M-V def2-TZVPD RIJCOSX def2/J DEFGRID3
* xyz -2 2
K 0.09 2.18 0.46
O -0.99 3.64 2.00
N -2.26 3.49 2.23
C -2.62 3.13 3.48
C -3.93 2.91 3.84
C -4.91 3.07 2.87
C -4.53 3.41 1.59
C -3.18 3.59 1.21
S -2.71 3.87 -0.41
H -1.77 3.01 4.14
H -4.15 2.60 4.85
H -5.96 2.90 3.09
H -5.26 3.50 0.80
Cl 4.27 8.25 -0.92
C 3.60 6.64 -0.94
C 2.86 6.22 -2.05
C 2.32 4.96 -2.08
Cl 1.43 4.45 -3.48
C 2.45 4.00 -1.00
O 1.90 2.88 -1.04
C 3.24 4.49 0.11
C 3.54 3.70 1.30
O 3.28 2.54 1.54
C 3.78 5.79 0.12
H 2.71 6.88 -2.90
H 4.12 4.29 2.05
H 4.35 6.11 0.98
S -5.93 0.50 -0.70
C -7.60 0.11 -0.81
C -8.03 -0.53 0.31
C -7.01 -0.73 1.27
C -5.78 -0.22 0.88
C -4.53 -0.24 1.58
C -3.38 0.41 1.07
N -2.20 0.42 1.61
C -2.04 -0.20 2.83
C -3.14 -0.86 3.46
C -2.91 -1.47 4.75
C -1.72 -1.40 5.36
C -0.60 -0.73 4.75
C 0.64 -0.63 5.37
C 1.69 0.04 4.73
C 1.40 0.58 3.46
N 0.25 0.50 2.84
C -0.79 -0.14 3.46
C 3.01 0.20 5.30
C 4.09 0.90 4.80
C 5.23 0.84 5.63
C 5.03 0.10 6.77
S 3.43 -0.52 6.81
C -4.36 -0.89 2.82
H -8.17 0.40 -1.68
H -9.05 -0.86 0.45
H -7.16 -1.21 2.22
H -3.46 0.96 0.13
H -3.75 -1.97 5.22
H -1.58 -1.85 6.34
H 0.77 -1.08 6.35
H 2.18 1.10 2.91
H 4.06 1.45 3.86
H 6.17 1.33 5.40
H 5.74 -0.10 7.56
H -5.19 -1.40 3.30
C 1.25 -5.28 -4.88
C 0.47 -4.13 -5.49
S -0.88 -3.68 -4.42
O -1.86 -4.74 -4.44
O -0.31 -3.28 -3.16
C -1.60 -2.25 -5.20
C -2.51 -1.45 -4.27
N -1.80 -0.46 -3.48
C -1.60 -0.51 -2.13
N -0.85 0.50 -1.71
C -0.55 1.25 -2.80
C -1.11 0.67 -3.91
N -1.09 1.15 -5.23
O -0.43 2.13 -5.47
O -1.72 0.54 -6.09
C -2.14 -1.56 -1.24
H 2.07 -5.55 -5.54
H 0.61 -6.15 -4.73
H 1.67 -4.99 -3.92
H 0.05 -4.39 -6.46
H 1.09 -3.24 -5.59
H -2.18 -2.62 -6.05
H -0.80 -1.62 -5.58
H -3.05 -2.09 -3.58
H -3.24 -0.93 -4.89
H 0.06 2.14 -2.75
H -1.81 -2.55 -1.56
H -3.23 -1.54 -1.21
H -1.78 -1.36 -0.24
C 3.90 0.44 -1.07
As 2.35 -0.17 -0.04
C 3.35 -1.25 1.26
C 1.77 -1.64 -1.26
C 2.80 -2.64 -1.66
C 3.59 -2.43 -2.80
C 4.57 -3.35 -3.16
C 4.78 -4.49 -2.41
C 4.00 -4.71 -1.28
C 3.02 -3.79 -0.91
H 4.59 -0.37 -1.31
H 4.40 1.19 -0.46
H 3.54 0.94 -1.97
H 4.04 -1.95 0.78
H 2.66 -1.79 1.91
H 3.92 -0.55 1.88
H 1.37 -1.12 -2.14
H 0.92 -2.13 -0.78
H 3.43 -1.54 -3.39
H 5.17 -3.16 -4.05
H 5.54 -5.21 -2.69
H 4.15 -5.60 -0.68
H 2.42 -3.97 -0.03
*
```

Results
Kohn-Sham gap (spin up / spin down) in hartree: 0.11136 / 0.18689
LUMO (spin up / spin down) in eV: 3.147 / 3.147
E_HOMO (spin up / spin down) in eV: 0.1 / -1.9

B.
Formula: C49H45AsCl2KN6O7S4
Source: the Open Molecules 2025 dataset
Level of theory: wB97M-V/def2-TZVPD

Geometry as ORCA input:
```
! wB97M-V def2-TZVPD RIJCOSX def2/J DEFGRID3
* xyz -2 2
K -0.58 -0.45 -0.03
O -1.71 1.63 -1.01
N -2.70 1.05 -1.65
C -3.93 1.06 -1.07
C -5.00 0.41 -1.61
C -4.82 -0.29 -2.80
C -3.59 -0.25 -3.41
C -2.49 0.46 -2.87
S -0.99 0.57 -3.67
H -3.95 1.59 -0.14
H -5.94 0.41 -1.07
H -5.62 -0.87 -3.24
H -3.40 -0.78 -4.33
Cl 3.40 -4.78 5.50
C 2.56 -4.02 4.16
C 2.75 -4.55 2.87
C 2.11 -3.98 1.81
Cl 2.35 -4.63 0.21
C 1.22 -2.84 1.92
O 0.65 -2.34 0.94
C 1.09 -2.34 3.27
C 0.27 -1.19 3.57
O -0.37 -0.50 2.80
C 1.75 -2.94 4.36
H 3.40 -5.40 2.72
H 0.25 -0.94 4.66
H 1.61 -2.53 5.35
S -7.61 -3.14 2.09
C -8.40 -1.96 3.08
C -7.63 -0.84 3.19
C -6.41 -0.91 2.50
C -6.22 -2.12 1.83
C -5.14 -2.58 1.02
C -4.01 -1.75 0.79
N -2.99 -2.00 0.04
C -2.96 -3.22 -0.61
C -4.01 -4.16 -0.41
C -3.91 -5.45 -1.07
C -2.86 -5.76 -1.85
C -1.79 -4.83 -2.07
C -0.67 -5.14 -2.82
C 0.34 -4.20 -2.99
C 0.11 -2.93 -2.43
N -0.93 -2.60 -1.71
C -1.88 -3.54 -1.46
C 1.59 -4.47 -3.69
C 2.79 -3.82 -3.57
C 3.80 -4.35 -4.42
C 3.37 -5.41 -5.16
S 1.72 -5.76 -4.84
C -5.09 -3.84 0.39
H -9.37 -2.15 3.51
H -7.93 0.03 3.76
H -5.68 -0.12 2.49
H -3.99 -0.78 1.29
H -4.71 -6.16 -0.91
H -2.79 -6.74 -2.32
H -0.58 -6.14 -3.24
H 0.83 -2.14 -2.60
H 2.94 -3.01 -2.88
H 4.81 -3.97 -4.45
H 3.93 -5.99 -5.87
H -5.89 -4.57 0.52
C 8.20 3.18 -3.18
C 7.15 3.85 -2.31
S 5.54 3.16 -2.63
O 5.18 3.52 -3.98
O 5.57 1.77 -2.24
C 4.50 4.05 -1.50
C 3.04 3.60 -1.52
N 2.82 2.29 -0.96
C 2.41 1.19 -1.66
N 2.17 0.16 -0.87
C 2.47 0.57 0.39
C 2.87 1.87 0.36
N 3.23 2.69 1.47
O 3.27 2.16 2.56
O 3.49 3.87 1.26
C 2.27 1.17 -3.13
H 9.18 3.61 -2.96
H 7.98 3.34 -4.24
H 8.24 2.11 -2.98
H 7.08 4.92 -2.51
H 7.36 3.70 -1.25
H 4.53 5.10 -1.83
H 4.92 3.99 -0.50
H 2.65 3.58 -2.54
H 2.47 4.33 -0.95
H 2.34 -0.07 1.26
H 3.19 1.50 -3.62
H 1.43 1.79 -3.45
H 2.04 0.16 -3.43
C -3.09 3.52 1.53
As -2.17 1.85 2.03
C -2.32 2.09 3.98
C -0.32 2.50 1.68
C 0.10 3.72 2.42
C -0.06 4.99 1.86
C 0.33 6.13 2.54
C 0.89 6.03 3.81
C 1.05 4.78 4.38
C 0.66 3.64 3.69
H -2.72 4.38 2.09
H -4.16 3.39 1.74
H -2.95 3.67 0.46
H -1.97 3.06 4.33
H -1.77 1.30 4.48
H -3.38 1.98 4.22
H -0.33 2.66 0.60
H 0.33 1.66 1.92
H -0.49 5.07 0.86
H 0.20 7.10 2.08
H 1.20 6.92 4.34
H 1.50 4.68 5.36
H 0.81 2.66 4.14
*
```

Results
Kohn-Sham gap (spin up / spin down) in hartree: 0.09575 / 0.18737
LUMO (spin up / spin down) in eV: 2.936 / 2.936
E_HOMO (spin up / spin down) in eV: 0.3 / -2.2

Stability check: which of them is most stable? A.

A.
Formula: C8H9NS
Source: the Open Molecules 2025 dataset
Level of theory: wB97M-V/def2-TZVPD

Geometry as ORCA input:
```
! wB97M-V def2-TZVPD RIJCOSX def2/J DEFGRID3
* xyz 0 1
N 0.51 2.05 -0.42
C -0.26 0.97 -0.19
C -1.54 1.28 0.37
C -2.38 0.21 0.72
C -1.94 -1.08 0.59
C -0.68 -1.30 0.09
C 0.12 -0.36 -0.49
C 1.59 -0.76 -0.94
C 2.24 -0.79 0.30
S 3.60 0.09 0.56
H -0.04 2.79 0.04
H 1.45 2.09 -0.68
H -1.95 2.33 0.50
H -3.41 0.29 1.02
H -2.43 -2.05 0.73
H -0.38 -2.42 -0.10
H 1.51 -1.78 -1.37
H 2.06 -0.13 -1.75
H 1.90 -1.44 1.02
*
```

Results
Kohn-Sham gap in hartree: 0.28279
Structure (SMILES): Nc1ccccc1CC=S
LUMO in eV: -0.222
E_HOMO in eV: -7.9

B.
Formula: C8H9NS
Source: the Open Molecules 2025 dataset
Level of theory: wB97M-V/def2-TZVPD

Geometry as ORCA input:
```
! wB97M-V def2-TZVPD RIJCOSX def2/J DEFGRID3
* xyz 0 1
C 1.90 -1.55 -0.74
C -2.28 0.97 -0.50
C -2.97 -0.09 0.00
C -0.85 0.64 -0.61
C -0.65 -0.62 -0.07
C 0.17 1.63 -1.07
C 1.82 -0.43 1.54
C 1.20 -1.42 0.50
N 2.24 -1.77 -1.81
S -1.98 -1.45 0.47
H -2.61 1.89 -0.65
H -3.96 -0.17 0.26
H 0.91 1.81 -0.31
H 0.90 1.17 -1.75
H -0.32 2.45 -1.52
H 2.81 -0.80 1.87
H 1.05 -0.51 2.42
H 1.75 0.62 1.11
H 0.89 -2.37 0.85
*
```

Results
Kohn-Sham gap in hartree: 0.33733
LUMO in eV: 0.440
E_HOMO in eV: -8.7

Stability check: which of them is most stable? A.

A.
Formula: CHF4N
Source: the Open Molecules 2025 dataset
Level of theory: wB97M-V/def2-TZVPD

Geometry as ORCA input:
```
! wB97M-V def2-TZVPD RIJCOSX def2/J DEFGRID3
* xyz 0 1
C -0.86 -0.47 0.00
N 1.61 0.16 0.21
F -1.20 -0.41 -1.24
F -1.09 -1.57 0.57
F -1.45 0.53 0.65
F 1.85 0.89 -0.97
H 1.14 0.88 0.78
*
```

Results
Kohn-Sham gap (spin up / spin down) in hartree: 0.39156 / 0.34138
LUMO (spin up / spin down) in eV: -0.391 / -0.711
E_HOMO (spin up / spin down) in eV: -11.0 / -10.0

B.
Formula: CHF4N
Source: the Open Molecules 2025 dataset
Level of theory: wB97M-V/def2-TZVPD

Geometry as ORCA input:
```
! wB97M-V def2-TZVPD RIJCOSX def2/J DEFGRID3
* xyz 0 1
C 0.37 0.61 0.95
N -1.05 -0.82 -1.14
F 1.50 0.02 1.11
F 0.54 1.81 0.51
F -0.46 -0.08 -2.11
F -0.40 -2.01 -1.09
H -0.49 0.48 1.78
*
```

Results
Kohn-Sham gap (spin up / spin down) in hartree: 0.42455 / 0.29026
LUMO (spin up / spin down) in eV: 0.611 / -0.712
E_HOMO (spin up / spin down) in eV: -10.9 / -8.6

Stability check: which of them is most stable? A.

A.
Formula: C18H25N3O2
Source: the Open Molecules 2025 dataset
Level of theory: wB97M-V/def2-TZVPD

Geometry as ORCA input:
```
! wB97M-V def2-TZVPD RIJCOSX def2/J DEFGRID3
* xyz 0 1
N -6.65 -1.95 -0.10
C -5.77 -1.08 -0.66
O -5.08 -1.41 -1.60
C -5.77 0.29 0.00
C -5.05 1.35 -0.84
C -3.55 1.12 -0.88
N -3.02 1.10 0.48
C -1.59 1.21 0.56
C -0.77 0.03 -0.02
C 0.70 0.42 -0.13
O 1.06 1.55 -0.38
N 1.54 -0.64 0.06
C 2.94 -0.68 0.00
C 3.55 -1.91 0.22
C 4.93 -2.04 0.18
C 5.70 -0.92 -0.07
C 5.08 0.31 -0.29
C 3.71 0.45 -0.26
C 6.11 1.37 -0.56
C 7.42 0.73 -0.07
C 7.19 -0.79 -0.17
C -3.59 -0.01 1.22
C -5.09 0.21 1.38
H -7.27 -1.68 0.65
H -6.73 -2.87 -0.48
H -6.81 0.59 0.14
H -5.44 1.33 -1.86
H -5.26 2.33 -0.41
H -3.07 1.94 -1.42
H -3.35 0.18 -1.42
H -1.28 2.12 0.04
H -1.33 1.33 1.62
H -0.89 -0.86 0.60
H -1.13 -0.18 -1.02
H 1.11 -1.53 0.24
H 2.94 -2.78 0.42
H 5.39 -3.00 0.36
H 3.24 1.40 -0.44
H 6.16 1.57 -1.64
H 5.89 2.31 -0.06
H 7.58 1.00 0.98
H 8.29 1.05 -0.64
H 7.53 -1.17 -1.14
H 7.71 -1.35 0.60
H -3.11 -0.05 2.20
H -3.42 -0.98 0.72
H -5.24 1.16 1.90
H -5.52 -0.59 1.98
*
```

Results
Kohn-Sham gap in hartree: 0.32397
Structure (SMILES): NC(=O)C1CCN(CCC(=O)Nc2ccc3c(c2)CCC3)CC1
LUMO in eV: 0.740
E_HOMO in eV: -8.1

B.
Formula: C18H25N3O2
Source: the Open Molecules 2025 dataset
Level of theory: wB97M-V/def2-TZVPD

Geometry as ORCA input:
```
! wB97M-V def2-TZVPD RIJCOSX def2/J DEFGRID3
* xyz 0 1
C 1.45 0.31 3.71
C 0.97 -0.61 2.59
N 1.35 -1.98 2.85
C 0.65 -2.62 3.95
C 0.75 -4.13 3.69
C 1.65 -4.23 2.45
C 1.37 -2.90 1.73
C 0.07 -2.99 0.90
N -0.03 -1.97 -0.11
C -0.96 -0.97 -0.05
O -1.81 -0.93 0.82
C -0.85 0.03 -1.12
N -0.24 -0.25 -2.33
C -0.29 0.88 -3.11
C 0.16 1.10 -4.41
C 0.01 2.36 -4.93
C -0.57 3.41 -4.18
O -0.65 4.60 -4.84
C -1.21 5.70 -4.17
C -1.02 3.19 -2.89
C -0.88 1.91 -2.35
C -1.24 1.35 -1.09
C -1.89 2.07 0.04
H 2.52 0.16 3.87
H 1.28 1.34 3.43
H 0.92 0.10 4.63
H -0.12 -0.50 2.48
H 1.44 -0.31 1.65
H -0.40 -2.30 4.01
H 1.14 -2.35 4.89
H 1.17 -4.67 4.54
H -0.23 -4.55 3.47
H 1.44 -5.10 1.84
H 2.70 -4.26 2.75
H 2.19 -2.63 1.06
H -0.80 -2.88 1.54
H 0.03 -3.97 0.41
H 0.75 -1.87 -0.73
H -0.02 -1.17 -2.67
H 0.60 0.31 -4.99
H 0.33 2.59 -5.93
H -0.65 5.96 -3.27
H -2.26 5.51 -3.90
H -1.17 6.53 -4.88
H -1.47 3.97 -2.30
H -1.25 2.88 0.39
H -2.09 1.39 0.85
H -2.83 2.51 -0.29
*
```

Results
Kohn-Sham gap in hartree: 0.31566
Structure (SMILES): CCN1CCC[C@H]1CNC(=O)c1[nH]c2ccc(OC)cc2c1C
LUMO in eV: 0.628
E_HOMO in eV: -8.0

Stability check: which of them is most stable? A.

A.
Formula: H2NPS2
Source: the Open Molecules 2025 dataset
Level of theory: wB97M-V/def2-TZVPD

Geometry as ORCA input:
```
! wB97M-V def2-TZVPD RIJCOSX def2/J DEFGRID3
* xyz 0 1
N 0.17 -0.43 -0.16
S 1.69 -1.08 0.07
P 2.89 0.65 0.05
S 4.66 -0.01 -0.05
H -0.03 0.51 -0.17
H -0.32 -0.96 0.45
*
```

Results
Kohn-Sham gap in hartree: 0.27641
Structure (SMILES): NSP=S
LUMO in eV: -1.081
E_HOMO in eV: -8.6

B.
Formula: H2NPS2
Source: the Open Molecules 2025 dataset
Level of theory: wB97M-V/def2-TZVPD

Geometry as ORCA input:
```
! wB97M-V def2-TZVPD RIJCOSX def2/J DEFGRID3
* xyz 0 1
N -0.19 0.40 -0.28
S -0.64 2.13 0.70
P -0.56 1.43 2.66
S -0.96 2.98 3.77
H -0.71 -0.30 0.23
H 0.80 0.27 -0.09
*
```

Results
Kohn-Sham gap in hartree: 0.28502
Structure (SMILES): NSP=S
LUMO in eV: -1.368
E_HOMO in eV: -9.1

Stability check: which of them is most stable? A.

A.
Formula: C19H25BO4
Source: the Open Molecules 2025 dataset
Level of theory: wB97M-V/def2-TZVPD

Geometry as ORCA input:
```
! wB97M-V def2-TZVPD RIJCOSX def2/J DEFGRID3
* xyz 0 1
C 4.60 0.55 0.56
C 3.29 1.20 0.72
C 3.12 2.57 0.51
C 1.75 2.77 0.44
C 0.99 1.50 0.76
B 2.80 -1.27 4.68
O 2.15 -2.31 5.53
C 0.83 -2.21 4.99
C 0.86 -1.18 3.74
C -0.54 -1.13 3.21
C 2.02 -1.64 2.73
O 3.26 -1.69 3.43
C 1.35 0.22 4.35
O 2.64 0.05 5.03
O 2.10 0.53 0.98
H 5.46 1.21 0.47
H 4.89 -0.10 1.37
H 4.71 -0.06 -0.34
H 3.92 3.33 0.38
H 1.24 3.71 0.25
H 0.48 -3.20 4.63
H 0.11 -1.85 5.76
H -0.34 0.78 2.15
H -0.81 -2.14 2.95
H -1.12 -0.94 4.12
H 1.81 -2.66 2.38
H 2.14 -0.93 1.91
H 1.48 1.01 3.60
H 0.64 0.58 5.11
C -1.25 -1.01 0.83
C -1.05 -0.18 2.12
C -0.28 1.70 1.38
C -2.45 0.26 2.67
C -2.79 1.60 2.97
C -4.03 1.91 3.56
C -4.93 0.90 3.94
C -4.59 -0.43 3.66
C -3.39 -0.74 3.01
H -0.82 -2.02 0.94
H -2.32 -1.14 0.64
H -0.85 -0.57 -0.08
H -0.40 2.73 1.67
H 0.55 1.15 -0.20
H -1.14 1.69 0.70
H -2.11 2.42 2.74
H -4.29 2.95 3.75
H -5.88 1.14 4.44
H -5.27 -1.23 3.98
H -3.18 -1.79 2.77
*
```

Results
Kohn-Sham gap in hartree: 0.16689
LUMO in eV: -0.901
E_HOMO in eV: -5.4

B.
Formula: C19H25BO4
Source: the Open Molecules 2025 dataset
Level of theory: wB97M-V/def2-TZVPD

Geometry as ORCA input:
```
! wB97M-V def2-TZVPD RIJCOSX def2/J DEFGRID3
* xyz 0 1
C -1.25 -0.06 -4.69
C -0.20 -0.47 -3.75
C 0.85 -1.33 -3.95
C 1.74 -1.21 -2.90
C 1.31 -0.17 -1.94
B -3.64 -0.67 -0.64
O -4.30 -0.25 0.55
C -3.16 0.28 1.31
C -1.88 0.14 0.39
C -0.75 0.70 1.21
C -2.25 0.92 -0.96
O -3.38 0.27 -1.62
C -1.72 -1.43 0.05
O -2.94 -1.89 -0.58
O -0.09 0.00 -2.44
H -1.18 -0.76 -5.53
H -2.28 -0.06 -4.32
H -0.99 0.93 -5.12
H 0.94 -1.94 -4.84
H 2.67 -1.76 -2.86
H -3.36 1.33 1.58
H -3.04 -0.34 2.22
H 0.80 -0.36 0.07
H -1.05 1.73 1.47
H -0.88 0.12 2.14
H -2.50 1.99 -0.81
H -1.45 0.86 -1.68
H -0.92 -1.61 -0.68
H -1.57 -2.00 0.98
C 1.12 2.07 0.34
C 0.71 0.64 0.75
C 1.78 -0.60 -0.62
C 1.46 0.28 2.08
C 2.23 -0.88 2.25
C 2.75 -1.24 3.49
C 2.48 -0.47 4.63
C 1.69 0.68 4.49
C 1.23 1.07 3.23
H 0.25 2.74 0.28
H 1.75 2.52 1.13
H 1.66 2.16 -0.60
H 2.15 -1.64 -0.58
H 1.84 0.75 -2.23
H 2.59 0.09 -0.39
H 2.44 -1.53 1.40
H 3.38 -2.11 3.58
H 2.86 -0.76 5.60
H 1.45 1.29 5.37
H 0.64 1.99 3.16
*
```

Results
Kohn-Sham gap in hartree: 0.16478
LUMO in eV: -0.857
E_HOMO in eV: -5.3

Stability check: which of them is most stable? B.